Computed, not measured: a structure of composition C19H27HfO3PTe4 at a distorted geometry, with ωB97M-V/def2-TZVPD.

Its calculated total energy is -2426.8733 Ha. Its charge is +2. The HOMO-LUMO gap comes out at 0.2242 Eh. As for the max |F|: 1.488 eV/Å.

Element x y z (Å)
Hf (0.7037, 1.1613, 0.7912)
C (4.1363, 0.0007, 0.0458)
O (2.7593, -0.3990, 0.0069)
C (2.6326, -1.8042, -0.1588)
C (1.1551, -2.1630, -0.0893)
O (0.4412, -1.3041, 0.8152)
C (0.3944, -1.7425, 2.1863)
C (1.6679, -1.4168, 2.9443)
O (2.0283, -0.0721, 2.6491)
C (3.0721, 0.4294, 3.4977)
H (4.5832, -0.0754, -0.9459)
H (4.1705, 1.0335, 0.3797)
H (4.6911, -0.6301, 0.7430)
H (3.0372, -2.1098, -1.1268)
H (3.2029, -2.3154, 0.6213)
H (0.6788, -2.0451, -1.0607)
H (1.0327, -3.1996, 0.2227)
H (-0.4533, -1.2188, 2.6286)
H (0.1977, -2.8142, 2.2238)
H (1.4674, -1.5280, 4.0136)
H (2.4878, -2.0894, 2.6789)
H (2.7229, 0.4902, 4.5290)
H (3.9480, -0.2186, 3.4442)
H (3.3263, 1.4255, 3.1431)
Te (2.0132, 2.7506, -1.1118)
Te (1.9144, 4.5428, 0.9578)
Te (-0.5891, 4.3163, 1.9007)
Te (-0.3549, 1.9869, 3.3001)
C (-3.3848, 2.5502, -0.5947)
P (-1.8772, 1.5416, -0.4084)
C (-2.5754, -0.1318, -0.1294)
C (-3.0066, -0.9495, -1.1740)
C (-3.6107, -2.1657, -0.8973)
C (-3.7996, -2.5724, 0.4174)
C (-3.3893, -1.7568, 1.4619)
C (-2.7792, -0.5402, 1.1893)
C (-1.1906, 1.4013, -2.0891)
C (-1.3990, 2.3236, -3.1042)
C (-0.7132, 2.1904, -4.3067)
C (0.1733, 1.1412, -4.4991)
C (0.3865, 0.2126, -3.4873)
C (-0.2889, 0.3523, -2.2876)
H (-3.9646, 2.1155, -1.4075)
H (-3.1400, 3.5905, -0.8063)
H (-3.9603, 2.5053, 0.3289)
H (-2.8683, -0.6347, -2.2012)
H (-3.9526, -2.7906, -1.7119)
H (-4.2862, -3.5154, 0.6291)
H (-3.5578, -2.0605, 2.4874)
H (-2.5067, 0.1141, 2.0091)
H (-2.0814, 3.1517, -2.9639)
H (-0.8763, 2.9119, -5.0959)
H (0.6962, 1.0402, -5.4407)
H (1.0605, -0.6198, -3.6472)
H (-0.1754, -0.3962, -1.5003)